C14H11ClF3NO2 | ωB97M-V with the def2-TZVPD basis set

The energy above the lowest of the compared OMol25 structures with the same formula, charge and spin comes out at 0.0 kcal per mole. The value obtained for the total energy is -1505.13008 hartree. Its SMILES is O=C(CCNc1ccc(Cl)c(C(F)(F)F)c1)c1ccco1. Its orbital gap is 0.2940 Ha.

Geometry (Å):
O: -1.911966 -0.940168 1.607158
C: -2.233384 -0.255790 0.657651
C: -3.178829 -0.724073 -0.346586
C: -3.850204 -1.924269 -0.438564
C: -4.633612 -1.849261 -1.604272
C: -4.387428 -0.616440 -2.139806
O: -3.517776 0.067097 -1.394998
H: -4.764703 -0.135584 -3.021476
H: -5.288171 -2.600869 -1.994263
H: -3.774661 -2.738518 0.252079
C: -1.684413 1.136300 0.415524
C: -0.785538 1.594384 1.572777
N: 0.378894 0.761462 1.738739
C: 1.421437 0.732835 0.857411
C: 2.315512 -0.345042 0.901403
C: 3.426963 -0.389722 0.079187
C: 3.674916 0.647151 -0.819824
C: 2.796001 1.718371 -0.872885
C: 1.688027 1.764011 -0.053716
H: 1.030110 2.615053 -0.122192
H: 2.987972 2.519461 -1.568490
Cl: 5.049251 0.614423 -1.864886
C: 4.361271 -1.565919 0.154442
F: 5.615869 -1.215413 0.482144
F: 4.444132 -2.238489 -1.006828
F: 3.981948 -2.469378 1.072627
H: 2.130983 -1.153943 1.591683
H: 0.170822 -0.123406 2.181684
H: -1.352447 1.542777 2.505071
H: -0.476364 2.630393 1.418017
H: -1.116648 1.115298 -0.518293
H: -2.517959 1.827267 0.279487

Forces on the atoms, in the same order (eV/Å):
O -0.156 -0.097 -0.004
C 0.139 0.590 -0.267
C -0.520 -1.432 0.281
C 0.528 0.774 0.192
C 0.012 0.473 -0.319
C -0.451 -0.713 -0.131
O 0.292 0.457 0.090
H 0.022 0.151 -0.080
H -0.153 -0.109 -0.141
H 0.068 -0.131 0.185
C 0.316 0.066 0.503
C -0.204 -0.108 -0.263
N -0.193 -0.236 0.554
C 0.486 0.114 -0.285
C 0.066 0.061 -0.164
C -0.022 0.092 -0.078
C -0.232 0.027 0.178
C 0.308 -0.278 -0.082
C -0.232 -0.145 0.212
H -0.088 0.099 -0.001
H 0.028 0.085 -0.076
Cl 0.121 0.151 -0.195
C 0.317 -0.449 0.029
F 0.019 0.228 0.048
F -0.142 0.093 -0.153
F -0.266 0.023 0.197
H 0.019 -0.076 0.062
H 0.015 0.145 -0.108
H 0.074 0.112 -0.075
H -0.085 -0.033 0.084
H -0.065 0.050 -0.081
H -0.024 0.017 -0.113